Computed, not measured: a structure of composition C15H19Cl4CoFN4O6Te4, with ωB97M-V/def2-TZVPD.

## Properties
HOMO (spin up / spin down) in eV: -1.72 / -1.50
⟨S²⟩: 1.081
Kohn-Sham gap (spin up / spin down) in eV: 5.77 / 5.56
F_max in eV Å⁻¹: 0.30
LUMO level (spin up / spin down) in eV: 4.053 / 4.053
E in a.u.: -5649.19024

ORCA input file:
```
! RIJCOSX wB97M-V def2-TZVPD def2/J DEFGRID3
* xyz -2 2
Co -1.8469 0.5850 0.3110
Te -3.8925 1.1051 1.9207
Te -3.2820 2.6868 3.9773
Te -2.5829 4.9644 0.3005
Te -3.4278 2.5788 -0.4344
C -0.2623 0.3593 2.8944
C 0.9592 0.7230 3.7677
N 1.9699 1.4406 2.9849
C 2.3274 0.6049 1.8364
C 1.0937 0.3531 0.9353
N -0.1094 0.9499 1.5471
C 0.0985 2.4058 1.6591
C 1.3754 2.6881 2.4895
H -1.1695 0.7551 3.3410
H -0.3760 -0.7172 2.7613
H 1.4277 -0.1712 4.1875
H 0.6510 1.3652 4.5967
H 2.7327 -0.3373 2.2138
H 3.1250 1.1035 1.2791
H 0.9064 -0.7131 0.8007
H 1.2133 0.7992 -0.0500
H -0.7864 2.8391 2.1283
H 0.1660 2.8126 0.6485
H 1.1382 3.3187 3.3487
H 2.1316 3.2048 1.8929
Cl -2.6350 -4.1778 1.7693
C -1.1420 -3.7220 0.9139
Cl 0.1966 -3.4925 2.0657
C -1.3586 -2.4380 0.0702
O -1.2005 -2.5997 -1.1504
O -1.6455 -1.4216 0.7294
H -0.8734 -4.5500 0.2705
F 2.8409 -2.5615 -0.5071
C 2.6826 -1.5616 -1.3886
C 1.5009 -1.3476 -1.9823
N 1.3162 -0.3382 -2.8949
C -0.0099 -0.1449 -3.4735
C -1.0799 0.3777 -2.4971
O -2.1720 0.6268 -2.9994
O -0.7203 0.4479 -1.2845
C 2.3189 0.5500 -3.1991
O 2.2118 1.4672 -3.9895
N 3.5125 0.3041 -2.5395
C 3.8214 -0.7070 -1.6336
O 4.9336 -0.8009 -1.1509
H 0.6242 -1.9512 -1.7671
H -0.3715 -1.1111 -3.8299
H 0.0785 0.5355 -4.3136
H 4.2561 0.9529 -2.7486
Cl -4.8266 -1.0482 -1.3339
C -3.9934 -1.5495 -2.8062
Cl -4.9448 -2.7573 -3.7252
H -3.0554 -2.0080 -2.5141
H -3.8459 -0.6777 -3.4283
*
```

***

Computed, not measured: a structure of composition C40H53AsBrN5PbSi at a distorted geometry, with ωB97M-V/def2-TZVPD.

## Properties
HOMO (spin up / spin down) in eV: 0.34 / 0.68
Kohn-Sham gap (spin up / spin down) in eV: 3.53 / 3.19
F_max in eV Å⁻¹: 2.01
LUMO level (spin up / spin down) in eV: 3.870 / 3.869
E in a.u.: -7121.88724

ORCA input file:
```
! RIJCOSX wB97M-V def2-TZVPD def2/J DEFGRID3
* xyz -2 1
Pb -0.9514 0.5950 0.6640
C -1.9799 -3.9715 1.3411
C -0.7614 -4.6852 1.2963
C 0.4003 -3.9946 1.1755
C 0.4104 -2.5528 1.1876
N -0.7991 -1.8941 1.1505
C -1.9134 -2.6021 1.2198
N 1.5843 -1.9955 1.3123
C 1.9213 -0.7080 1.4892
N 1.1984 0.4455 1.3468
C 1.9692 1.5173 1.7067
N 1.7226 2.8329 1.6503
C 0.6142 3.4847 1.4264
C 0.7339 4.9110 1.3014
C -0.3628 5.6979 1.1591
C -1.6398 5.0964 1.1308
C -1.6927 3.7271 1.2008
N -0.6456 2.9281 1.3485
C 3.2372 1.0432 2.1404
C 4.3673 1.6769 2.6550
C 5.4414 0.9090 3.0334
C 5.4158 -0.4931 2.8966
C 4.3188 -1.1371 2.3769
C 3.2142 -0.3779 1.9819
H -2.9271 -4.4801 1.4643
H -0.7654 -5.7702 1.3622
H 1.3570 -4.4941 1.1320
H -2.8356 -2.0266 1.2003
H 1.7342 5.3187 1.3142
H -0.2713 6.7739 1.0585
H -2.5405 5.6857 1.0208
H -2.6566 3.2211 1.1475
H 4.3800 2.7559 2.7549
H 6.3269 1.3819 3.4454
H 6.2876 -1.0603 3.2130
H 4.2926 -2.2147 2.2773
C 2.2533 -0.1567 -3.8348
As 2.2198 -0.3744 -1.8472
C 2.9713 1.4045 -1.5396
C 3.9658 -1.3512 -1.7684
H 3.2032 0.2736 -4.1559
H 1.4529 0.5230 -4.1215
H 2.1087 -1.0997 -4.3628
H 3.8303 1.5850 -2.1893
H 3.2758 1.5404 -0.5058
H 2.2008 2.1414 -1.7580
H 4.7422 -0.8993 -2.3883
H 3.8378 -2.3908 -2.0789
H 4.3041 -1.3597 -0.7339
C -0.3347 1.0848 -1.5481
C -0.9833 2.0540 -2.2683
C -0.5261 3.4073 -2.3348
C -1.1273 4.3360 -3.1413
C -2.2193 4.0101 -3.9455
C -2.6952 2.7049 -3.8988
C -2.1145 1.7589 -3.0953
H 0.3100 3.6834 -1.7074
H -0.7465 5.3523 -3.1534
H -2.6848 4.7555 -4.5796
H -3.5514 2.4306 -4.5114
H -2.5048 0.7488 -3.0659
C -4.7713 -4.1059 -4.2301
C -3.8796 -3.0361 -3.5918
C -4.1065 -1.7250 -4.3480
C -4.3570 -2.7870 -2.1580
Si -1.9718 -3.5208 -3.5941
Br -0.9950 -2.0938 -2.1254
C -1.0786 -3.1574 -5.3022
C -1.7969 -3.7819 -6.5008
C 0.3527 -3.7002 -5.2596
C -0.9595 -1.6504 -5.5485
C -1.6217 -5.3248 -2.8989
C -2.5365 -5.6245 -1.7110
C -1.8375 -6.4126 -3.9581
C -0.1928 -5.4253 -2.3514
H -5.8049 -3.7578 -4.2478
H -4.7420 -5.0350 -3.6682
H -4.4677 -4.3141 -5.2536
H -5.1452 -1.4106 -4.2353
H -3.9081 -1.8319 -5.4106
H -3.4746 -0.9384 -3.9470
H -5.4040 -2.4819 -2.1679
H -3.7773 -1.9928 -1.6994
H -4.2693 -3.6685 -1.5348
H -1.8621 -4.8625 -6.4064
H -1.2508 -3.5528 -7.4165
H -2.8032 -3.3854 -6.6053
H 0.3664 -4.7863 -5.2045
H 0.8856 -3.2900 -4.4046
H 0.8869 -3.4062 -6.1652
H -1.9218 -1.1893 -5.7416
H -0.3282 -1.4738 -6.4202
H -0.5062 -1.1462 -4.7007
H -3.5772 -5.7117 -2.0124
H -2.4332 -4.8461 -0.9605
H -2.2504 -6.5708 -1.2502
H -2.8310 -6.3389 -4.3955
H -1.7371 -7.4016 -3.5059
H -1.1022 -6.3318 -4.7549
H -0.0560 -4.7538 -1.5075
H 0.5632 -5.1902 -3.0917
H -0.0091 -6.4411 -1.9974
*
```

***

Computed, not measured: an isolated molecule of C30H28N4O6, with ωB97M-V/def2-TZVPD.

## Properties
HOMO in eV: -9.11
Kohn-Sham gap in eV: 9.58
F_max in eV Å⁻¹: 0.96
LUMO level in eV: 0.468
SMILES: O=C(CNC(=O)c1[nH]cnc1C(=O)N[C@@H](Cc1ccccc1)C(=O)OCc1ccccc1)OCc1ccccc1
E in a.u.: -1830.59117

ORCA input file:
```
! RIJCOSX wB97M-V def2-TZVPD def2/J DEFGRID3
* xyz 0 1
O -6.9755 -0.8742 -0.9346
C -6.1387 -0.1186 -0.5201
C -5.8709 1.2754 -1.0824
N -4.5044 1.6647 -0.8616
C -4.1741 2.4909 0.1429
O -4.9592 3.1872 0.7708
C -2.7291 2.5564 0.4548
N -2.3169 3.4765 1.3752
C -0.9905 3.3177 1.5492
N -0.5208 2.3547 0.8069
C -1.5849 1.8529 0.1083
C -1.3792 0.7269 -0.8178
O -2.2645 0.2272 -1.5055
N -0.1042 0.3138 -0.8312
C 0.3927 -0.7531 -1.6509
C 1.2310 -0.2092 -2.8359
C 2.4772 0.4604 -2.3259
C 2.4419 1.7756 -1.8780
C 3.5779 2.3734 -1.3621
C 4.7643 1.6649 -1.2886
C 4.8087 0.3545 -1.7313
C 3.6723 -0.2438 -2.2452
C 1.3048 -1.6867 -0.8627
O 1.7071 -2.7401 -1.2785
O 1.6325 -1.1522 0.3084
C 2.6296 -1.7985 1.1020
C 3.7389 -0.8242 1.3976
C 5.0665 -1.2213 1.3349
C 6.0770 -0.3197 1.6203
C 5.7678 0.9864 1.9579
C 4.4443 1.3893 2.0101
C 3.4327 0.4877 1.7355
O -5.3102 -0.3628 0.4889
C -5.2733 -1.6752 1.0536
C -3.8661 -2.2007 0.9437
C -3.5985 -3.4149 0.3296
C -2.2950 -3.8688 0.2247
C -1.2513 -3.1082 0.7221
C -1.5116 -1.8875 1.3230
C -2.8140 -1.4375 1.4352
H -6.1130 1.2756 -2.1479
H -6.5172 1.9928 -0.5640
H -3.7718 1.0501 -1.2364
H -2.9565 4.1216 1.8167
H -0.4005 3.9136 2.2166
H 0.5459 0.8106 -0.2360
H -0.4675 -1.3125 -2.0350
H 1.4881 -1.0487 -3.4824
H 0.6125 0.4948 -3.3947
H 1.5214 2.3383 -1.9418
H 3.5361 3.3967 -1.0191
H 5.6523 2.1316 -0.8901
H 5.7320 -0.2028 -1.6769
H 3.7107 -1.2676 -2.5887
H 3.0021 -2.6770 0.5658
H 2.1447 -2.1233 2.0309
H 5.3094 -2.2387 1.0649
H 7.1083 -0.6372 1.5738
H 6.5576 1.6895 2.1776
H 4.1980 2.4085 2.2679
H 2.4000 0.8003 1.7752
H -5.5747 -1.5836 2.1034
H -5.9866 -2.3144 0.5243
H -4.4110 -4.0056 -0.0675
H -2.0916 -4.8153 -0.2534
H -0.2376 -3.4692 0.6338
H -0.7003 -1.2833 1.7025
H -3.0249 -0.4841 1.8971
*
```